[1]
The following is a DFT calculation (ωB97M-V with the def2-TZVPD basis set) of a structure of composition C10H13N7O5PtS2Se.

CARTESIAN COORDINATES (ANGSTROEM)
Pt -0.07 0.41 0.32
N -3.01 -2.00 -0.47
C -1.85 -2.33 -1.08
N -0.76 -1.63 -0.97
C 0.29 -2.17 -1.66
C 0.00 -3.29 -2.36
S -1.66 -3.72 -2.13
C 1.58 -1.51 -1.47
C 2.77 -1.86 -2.01
S 4.03 -0.82 -1.43
C 2.87 0.05 -0.48
N 1.65 -0.41 -0.60
N 3.21 1.07 0.31
H -2.94 -1.45 0.40
H -3.74 -2.69 -0.48
H 0.65 -3.90 -2.97
H 2.98 -2.67 -2.68
H 4.13 1.46 0.23
H 2.46 1.69 0.61
C -3.10 4.04 -1.97
N -1.87 3.48 -1.47
C -0.83 4.26 -0.82
C 0.22 3.20 -0.52
O 1.25 3.42 0.06
N -0.24 1.99 -1.02
C -1.46 2.21 -1.53
N -2.17 1.22 -2.07
H -3.45 4.79 -1.27
H -3.87 3.28 -2.06
H -2.96 4.51 -2.95
H -1.19 4.71 0.11
H -0.43 5.04 -1.47
H -1.83 0.29 -1.84
H -3.16 1.31 -2.17
O -1.87 0.89 4.00
Se -1.68 0.31 2.53
O -1.47 1.51 1.33
O -0.20 -0.45 2.25
O -2.89 -0.65 2.01

## Properties
- calculated total energy (eV) = -121511.82478
- ΔE to the lowest compared entry with this formula, charge and spin (eV) = 0.6598
- orbital gap (eV) = 7.957

Formally, the Löwdin partial charges of the atoms, in units of the elementary charge, are as follows: atom 1 (Pt): 1.114, atom 2 (N): 0.110, atom 3 (C): -0.687, atom 4 (N): -0.008, atom 5 (C): -0.345, atom 6 (C): -0.351, atom 7 (S): 1.042, atom 8 (C): -0.304, atom 9 (C): -0.346, atom 10 (S): 1.071, atom 11 (C): -0.676, atom 12 (N): -0.076, atom 13 (N): 0.126, atom 14 (H): 0.048, atom 15 (H): 0.094, atom 16 (H): 0.071, atom 17 (H): 0.077, atom 18 (H): 0.103, atom 19 (H): 0.071, atom 20 (C): -0.004, atom 21 (N): -0.075, atom 22 (C): -0.017, atom 23 (C): -0.466, atom 24 (O): 0.074, atom 25 (N): -0.006, atom 26 (C): -0.415, atom 27 (N): 0.230, atom 28 (H): 0.100, atom 29 (H): 0.086, atom 30 (H): 0.098, atom 31 (H): 0.149, atom 32 (H): 0.143, atom 33 (H): 0.077, atom 34 (H): 0.109, atom 35 (O): -0.423, atom 36 (Se): 0.816, atom 37 (O): -0.563, atom 38 (O): -0.566, atom 39 (O): -0.482


[2]
The following is a DFT calculation (ωB97M-V with the def2-TZVPD basis set) of a cluster of 2 separate species, C10H13NO3 in total.

CARTESIAN COORDINATES (ANGSTROEM)
C -3.38 0.02 -0.53
C -2.35 -0.93 -0.53
C -3.00 0.96 0.43
C -1.36 -0.47 0.36
C 0.44 -3.12 -0.55
C 0.35 -2.36 0.55
C 1.57 2.78 -0.63
C 1.00 1.79 0.34
C -0.05 -0.96 0.76
C 1.27 0.41 -0.15
N 2.52 -0.33 0.12
O 2.73 -1.32 -0.58
O 3.16 -0.06 1.07
O -1.79 0.65 0.92
H -4.42 -0.12 -0.91
H -2.56 -1.96 -0.86
H -3.40 1.86 0.70
H 0.70 -4.16 -0.37
H 0.09 -2.78 -1.53
H 0.54 -2.75 1.55
H 2.56 2.60 -0.97
H 1.72 3.63 -0.05
H 0.94 2.88 -1.45
H 1.34 1.87 1.39
H -0.09 2.09 0.42
H 0.22 -0.50 1.71
H 1.27 0.29 -1.24

## Properties
- calculated total energy (eV) = -18206.64988
- ΔE to the lowest compared entry with this formula, charge and spin (eV) = 7.4008
- orbital gap (eV) = 7.984

Formally, the Löwdin partial charges of the atoms, in units of the elementary charge, are as follows: atom 1 (C): -0.066, atom 2 (C): -0.030, atom 3 (C): -0.090, atom 4 (C): -0.288, atom 5 (C): 0.043, atom 6 (C): -0.171, atom 7 (C): -0.092, atom 8 (C): -0.230, atom 9 (C): -0.048, atom 10 (C): -0.069, atom 11 (N): -0.432, atom 12 (O): 0.028, atom 13 (O): 0.088, atom 14 (O): 0.023, atom 15 (H): 0.125, atom 16 (H): 0.122, atom 17 (H): 0.090, atom 18 (H): 0.069, atom 19 (H): 0.079, atom 20 (H): 0.111, atom 21 (H): 0.075, atom 22 (H): 0.063, atom 23 (H): 0.067, atom 24 (H): 0.128, atom 25 (H): 0.133, atom 26 (H): 0.132, atom 27 (H): 0.143


[3]
The following is a DFT calculation (ωB97M-V with the def2-TZVPD basis set) of a cluster of 2 separate species, C10H13O2 in total.

CARTESIAN COORDINATES (ANGSTROEM)
C -0.72 -2.68 1.46
C -1.81 0.72 0.24
C -2.41 1.31 1.39
C -1.27 -0.57 0.37
C -1.19 -1.22 1.61
C -2.21 0.73 2.65
C -1.65 -0.53 2.71
H -1.92 1.19 -0.71
H -3.00 2.19 1.30
H -0.90 -0.98 -0.54
H -2.60 1.12 3.53
H -1.62 -3.33 1.32
H -0.22 -3.12 2.37
H -1.67 -1.13 3.59
H -0.02 -2.84 0.63
C 1.75 0.73 -2.27
C 2.41 1.55 -1.20
C 2.76 0.26 -3.48
O 4.06 0.33 -3.27
O 2.16 -0.12 -4.43
H 1.35 -0.19 -1.78
H 0.93 1.20 -2.70
H 2.82 1.06 -0.31
H 1.65 2.22 -0.90
H 3.33 2.09 -1.57

## Properties
- calculated total energy (eV) = -14676.33560
- ΔE to the lowest compared entry with this formula, charge and spin (eV) = 1.2704
- orbital gap (eV) = 6.559
- charge = -1

Formally, the Löwdin partial charges of the atoms, in units of the elementary charge, are as follows: atom 1 (C): -0.060, atom 2 (C): -0.053, atom 3 (C): -0.080, atom 4 (C): -0.053, atom 5 (C): -0.266, atom 6 (C): -0.089, atom 7 (C): -0.079, atom 8 (H): 0.090, atom 9 (H): 0.079, atom 10 (H): 0.097, atom 11 (H): 0.074, atom 12 (H): 0.081, atom 13 (H): 0.080, atom 14 (H): 0.097, atom 15 (H): 0.075, atom 16 (C): -0.192, atom 17 (C): -0.162, atom 18 (C): -0.727, atom 19 (O): -0.167, atom 20 (O): -0.041, atom 21 (H): 0.087, atom 22 (H): 0.050, atom 23 (H): 0.056, atom 24 (H): 0.028, atom 25 (H): 0.076


[4]
The following is a DFT calculation (ωB97M-V with the def2-TZVPD basis set) of a cluster of 2 separate species, C10H13O2 in total.

CARTESIAN COORDINATES (ANGSTROEM)
C -0.61 -0.37 -0.16
C -1.67 2.69 1.61
C -3.03 2.51 1.83
C -0.96 1.82 0.81
C -1.55 0.55 0.51
C -3.67 1.36 1.37
C -2.91 0.40 0.74
H -1.14 3.58 1.93
H -3.52 3.19 2.52
H 0.09 1.96 0.61
H -4.74 1.18 1.49
H 0.29 -0.57 0.41
H -0.44 -0.14 -1.21
H -3.40 -0.38 0.15
H -1.05 -1.36 -0.33
C 2.95 -2.09 -0.81
C 3.86 -0.97 -1.23
C 1.49 -2.13 -1.57
O 1.49 -1.45 -2.63
O 0.65 -2.80 -0.96
H 3.26 -3.12 -1.05
H 2.68 -2.05 0.23
H 4.47 -1.21 -2.11
H 4.24 -0.40 -0.39
H 3.23 -0.21 -1.75

## Properties
- calculated total energy (eV) = -14676.56599
- ΔE to the lowest compared entry with this formula, charge and spin (eV) = 1.0400
- orbital gap (eV) = 7.067
- charge = -1

Formally, the Löwdin partial charges of the atoms, in units of the elementary charge, are as follows: atom 1 (C): -0.072, atom 2 (C): -0.120, atom 3 (C): -0.122, atom 4 (C): -0.044, atom 5 (C): -0.255, atom 6 (C): -0.108, atom 7 (C): -0.071, atom 8 (H): 0.091, atom 9 (H): 0.085, atom 10 (H): 0.108, atom 11 (H): 0.093, atom 12 (H): 0.086, atom 13 (H): 0.096, atom 14 (H): 0.112, atom 15 (H): 0.078, atom 16 (C): -0.205, atom 17 (C): -0.162, atom 18 (C): -0.745, atom 19 (O): -0.097, atom 20 (O): -0.084, atom 21 (H): 0.088, atom 22 (H): 0.070, atom 23 (H): 0.066, atom 24 (H): 0.049, atom 25 (H): 0.062


[5]
The following is a DFT calculation (ωB97M-V with the def2-TZVPD basis set) of a cluster of 2 separate species, C10H13O2 in total.

CARTESIAN COORDINATES (ANGSTROEM)
C -1.48 -1.47 -0.21
C -0.39 -2.56 -0.50
C -3.01 -1.82 -0.85
O -3.57 -2.89 -0.43
O -3.19 -1.13 -1.91
H -1.74 -1.45 0.86
H -1.09 -0.66 -0.79
H -0.83 -3.55 -0.03
H 0.53 -2.53 0.06
H -0.25 -2.98 -1.63
C 0.92 2.57 -1.35
C 1.30 0.53 0.00
C 1.23 1.91 -0.07
C 1.96 -0.04 1.15
C 2.60 0.82 2.03
C 1.67 2.69 0.97
C 2.54 2.20 1.90
H 0.90 0.02 -0.76
H 1.99 -1.04 1.34
H 0.60 1.81 -1.97
H 1.83 3.03 -1.70
H 3.25 0.32 2.76
H 1.51 3.73 0.98
H 3.02 3.05 2.46
H 0.28 3.40 -1.34

## Properties
- calculated total energy (eV) = -14675.05152
- ΔE to the lowest compared entry with this formula, charge and spin (eV) = 2.5545
- orbital gap (eV) = 6.687
- charge = -1

Formally, the Löwdin partial charges of the atoms, in units of the elementary charge, are as follows: atom 1 (C): -0.186, atom 2 (C): -0.172, atom 3 (C): -0.666, atom 4 (O): -0.129, atom 5 (O): -0.133, atom 6 (H): 0.086, atom 7 (H): 0.039, atom 8 (H): 0.079, atom 9 (H): 0.006, atom 10 (H): 0.111, atom 11 (C): -0.035, atom 12 (C): -0.005, atom 13 (C): -0.282, atom 14 (C): -0.042, atom 15 (C): -0.114, atom 16 (C): -0.090, atom 17 (C): -0.101, atom 18 (H): 0.050, atom 19 (H): 0.061, atom 20 (H): 0.056, atom 21 (H): 0.089, atom 22 (H): 0.095, atom 23 (H): 0.097, atom 24 (H): 0.116, atom 25 (H): 0.068


[6]
The following is a DFT calculation (ωB97M-V with the def2-TZVPD basis set) of a cluster of 2 separate species, C10H13O2 in total.

CARTESIAN COORDINATES (ANGSTROEM)
C -0.33 2.72 1.13
C 1.20 2.78 0.92
C -1.03 3.00 -0.23
O -1.07 2.05 -1.03
O -1.45 4.17 -0.37
H -0.59 1.73 1.51
H -0.66 3.47 1.85
H 1.53 1.85 0.47
H 1.74 2.92 1.86
H 1.45 3.59 0.25
C 2.03 -2.02 -1.18
C -1.16 -2.74 0.75
C 0.14 -2.81 0.29
C -2.04 -1.79 0.23
C 0.61 -1.94 -0.70
C -1.58 -0.89 -0.72
C -0.27 -0.99 -1.20
H -1.45 -3.43 1.52
H 0.82 -3.54 0.71
H -3.04 -1.75 0.64
H -2.10 0.02 -1.00
H 2.34 -1.06 -1.59
H 2.18 -2.85 -1.87
H 0.02 -0.22 -1.90
H 2.71 -2.28 -0.36

## Properties
- calculated total energy (eV) = -14677.50301
- ΔE to the lowest compared entry with this formula, charge and spin (eV) = 0.1030
- orbital gap (eV) = 7.342
- charge = -1

Formally, the Löwdin partial charges of the atoms, in units of the elementary charge, are as follows: atom 1 (C): -0.198, atom 2 (C): -0.124, atom 3 (C): -0.761, atom 4 (O): -0.086, atom 5 (O): -0.089, atom 6 (H): 0.089, atom 7 (H): 0.084, atom 8 (H): 0.053, atom 9 (H): 0.052, atom 10 (H): 0.068, atom 11 (C): -0.064, atom 12 (C): -0.117, atom 13 (C): -0.081, atom 14 (C): -0.099, atom 15 (C): -0.285, atom 16 (C): -0.076, atom 17 (C): -0.047, atom 18 (H): 0.086, atom 19 (H): 0.097, atom 20 (H): 0.090, atom 21 (H): 0.088, atom 22 (H): 0.074, atom 23 (H): 0.071, atom 24 (H): 0.106, atom 25 (H): 0.068


[7]
The following is a DFT calculation (ωB97M-V with the def2-TZVPD basis set) of a cluster of 2 separate species, C10H13O2 in total.

CARTESIAN COORDINATES (ANGSTROEM)
C 0.94 0.77 2.26
C 1.94 -0.11 1.48
C 1.45 2.28 2.20
O 2.67 2.39 2.47
O 0.62 3.03 1.69
H -0.06 0.77 1.65
H 0.84 0.68 3.35
H 2.10 0.32 0.46
H 1.63 -1.20 1.49
H 2.89 0.14 1.97
C -1.51 1.28 -0.24
C -1.21 -2.44 -1.10
C -0.46 -2.39 -2.25
C -1.44 -1.21 -0.45
C -1.05 -0.02 -0.89
C -0.05 -1.18 -2.75
C -0.35 0.04 -2.12
H -1.49 -3.46 -0.64
H -0.51 -3.25 -2.78
H -2.18 -1.26 0.47
H 0.48 -1.14 -3.68
H -2.58 1.28 -0.14
H -1.24 2.15 -0.70
H -0.24 1.03 -2.61
H -1.20 1.49 0.85

## Properties
- calculated total energy (eV) = -14672.36620
- ΔE to the lowest compared entry with this formula, charge and spin (eV) = 1.4654
- orbital gap (alpha / beta) (eV) = 2.750 / 7.560
- 2S+1 = 2
- charge = -2
- ⟨S²⟩ = 0.751

Formally, the Löwdin partial charges of the atoms, in units of the elementary charge, are as follows: atom 1 (C): -0.208, atom 2 (C): -0.144, atom 3 (C): -0.788, atom 4 (O): -0.108, atom 5 (O): -0.079, atom 6 (H): 0.065, atom 7 (H): 0.086, atom 8 (H): 0.082, atom 9 (H): 0.065, atom 10 (H): 0.045, atom 11 (C): -0.072, atom 12 (C): -0.256, atom 13 (C): -0.343, atom 14 (C): -0.147, atom 15 (C): -0.306, atom 16 (C): -0.211, atom 17 (C): -0.062, atom 18 (H): 0.033, atom 19 (H): -0.043, atom 20 (H): 0.113, atom 21 (H): 0.032, atom 22 (H): 0.053, atom 23 (H): 0.031, atom 24 (H): 0.095, atom 25 (H): 0.068


[8]
The following is a DFT calculation (ωB97M-V with the def2-TZVPD basis set) of a cluster of 2 separate species, C10H13O3 in total.

CARTESIAN COORDINATES (ANGSTROEM)
C 0.64 0.88 -2.54
C -0.87 1.06 -2.51
C 0.86 -0.66 -2.58
O 0.09 -1.42 -3.14
O 2.05 -0.96 -2.12
H 0.94 1.21 -3.56
H 1.26 1.48 -1.89
H -1.33 1.73 -1.75
H -1.51 0.14 -2.71
H -1.20 1.54 -3.45
C -2.17 -0.71 2.75
C 0.31 -1.45 2.17
C -0.86 -0.63 2.08
C 1.53 -1.10 1.64
C 1.57 0.10 0.95
C -0.67 0.61 1.44
C 0.54 1.05 0.96
O 2.57 0.15 0.05
H 0.26 -2.39 2.68
H 2.26 -1.89 1.51
H -2.38 -1.20 3.78
H -2.97 -1.09 2.13
H -1.44 1.40 1.60
H 2.52 -0.20 -1.06
H 0.55 2.03 0.51
H -2.57 0.34 3.09

## Properties
- calculated total energy (eV) = -16723.41087
- ΔE to the lowest compared entry with this formula, charge and spin (eV) = 2.3745
- orbital gap (eV) = 7.654
- charge = -1

Formally, the Löwdin partial charges of the atoms, in units of the elementary charge, are as follows: atom 1 (C): -0.166, atom 2 (C): -0.145, atom 3 (C): -0.631, atom 4 (O): 0.002, atom 5 (O): -0.091, atom 6 (H): 0.106, atom 7 (H): 0.086, atom 8 (H): 0.058, atom 9 (H): 0.085, atom 10 (H): 0.049, atom 11 (C): -0.116, atom 12 (C): -0.057, atom 13 (C): -0.290, atom 14 (C): -0.036, atom 15 (C): -0.368, atom 16 (C): -0.094, atom 17 (C): -0.031, atom 18 (O): -0.109, atom 19 (H): 0.091, atom 20 (H): 0.116, atom 21 (H): 0.087, atom 22 (H): 0.049, atom 23 (H): 0.110, atom 24 (H): 0.106, atom 25 (H): 0.099, atom 26 (H): 0.090